ORCA calculation (ωB97M-V with the def2-TZVPD basis set) on a 10-piece molecular cluster, C20H29Cl27N3O3P overall.

Geometry as ORCA input:
```
! RIJCOSX wB97M-V def2-TZVPD def2/J DEFGRID3
* xyz 0 1
C 2.52677 0.84528 1.49693
C 1.98351 0.29799 0.18467
O 0.81093 1.01696 -0.23958
C -0.38170 0.34255 -0.07690
O -0.50012 -0.14260 1.24377
C -0.50973 -0.83150 -0.98118
N -0.65269 -1.76453 -1.62067
C -1.54633 1.35550 -0.28130
C -2.73461 0.70470 0.30240
N -3.68187 0.24463 0.74509
C -1.91383 1.64859 -1.76232
C -1.00419 2.55936 -2.61130
C 0.15099 1.82268 -3.32198
C 1.61659 2.19194 -2.98692
C 1.87550 3.37765 -2.07535
N 1.73691 4.64719 -2.80988
P -1.26057 2.86956 0.77037
O -2.53758 3.39071 1.30312
H 2.24769 1.89143 1.58512
H 2.05674 0.30062 2.31848
H 3.60375 0.69692 1.55165
H 2.72363 0.45597 -0.60252
H 1.80408 -0.77843 0.23064
H -0.41560 -1.10323 1.27519
H -2.90993 2.09435 -1.71482
H -2.04595 0.71176 -2.31108
H -0.68506 3.42708 -2.03645
H -1.66396 2.95648 -3.38475
H 0.02354 0.75176 -3.14633
H 0.01120 1.93776 -4.39751
H 2.15641 2.37595 -3.92079
H 2.10934 1.32345 -2.54819
H 1.17877 3.40734 -1.23620
H 2.86816 3.26523 -1.61730
H 2.19543 5.38240 -2.28122
H 2.27879 4.57448 -3.66645
H -0.50658 3.78412 0.02861
H -0.41127 2.40620 1.78377
Cl -2.17267 -4.34561 -5.64589
C -1.67307 -2.82354 -4.90698
Cl -0.10898 -2.30059 -5.53695
Cl -2.89173 -1.57240 -5.15621
H -1.56516 -2.97653 -3.84412
Cl -1.18751 -1.58772 4.33982
C -1.52039 -3.03073 3.39888
Cl -0.15898 -3.38419 2.30709
Cl -1.86170 -4.41197 4.42807
H -2.39051 -2.84114 2.78259
Cl -1.03162 -7.81006 2.92438
C 0.51292 -7.08828 2.48939
Cl 1.84775 -7.93688 3.27767
Cl 0.73111 -7.06762 0.74146
H 0.51537 -6.06496 2.84150
Cl -7.18343 -0.39000 -2.41576
C -6.55781 1.08184 -1.67729
Cl -4.98769 1.50709 -2.36785
Cl -7.70208 2.41091 -1.84809
H -6.40246 0.89536 -0.62213
Cl 0.88585 -12.41464 2.72166
C 2.43923 -11.70446 2.28694
Cl 3.76728 -12.56858 3.06312
Cl 2.64827 -11.66863 0.53702
H 2.44984 -10.68419 2.64411
Cl 0.40372 8.27493 2.38096
C 0.02459 6.86104 1.40288
Cl 1.22544 6.63395 0.13015
Cl -0.12065 5.42281 2.41279
H -0.93169 7.02661 0.92393
Cl -4.17972 -1.80322 6.94560
C -5.04826 -0.90735 5.69770
Cl -4.57130 -1.45098 4.09036
Cl -6.78998 -1.04648 5.91857
H -4.78015 0.13692 5.78665
Cl 3.11277 2.98640 3.86372
C 4.36240 4.14889 3.41914
Cl 5.82438 3.31105 2.89020
Cl 3.78408 5.23528 2.16185
H 4.60844 4.73226 4.29613
Cl 5.34298 1.18682 -2.74271
C 5.31879 0.92802 -4.48819
Cl 4.25702 -0.41463 -4.90466
Cl 4.83528 2.39932 -5.33349
H 6.32288 0.67758 -4.80278
*
```

Properties
SMILES: CCO[C@](O)(C#N)[C@](C#N)(CCCCCN)[PH2]=O.ClC(Cl)Cl.ClC(Cl)Cl.ClC(Cl)Cl.ClC(Cl)Cl.ClC(Cl)Cl.ClC(Cl)Cl.ClC(Cl)Cl.ClC(Cl)Cl.ClC(Cl)Cl
Largest force on an atom in eV/Å: 1.02
E_HOMO in eV: -9.648
Total energy in Eh: -13935.918305
LUMO in eV: 0.07
Energy relative to the best compared isomer or geometry (same formula, charge and spin) in kJ/mol: 0.0


ORCA calculation (ωB97M-V with the def2-TZVPD basis set) on one molecule with the formula C7H12BN.

Geometry as ORCA input:
```
! RIJCOSX wB97M-V def2-TZVPD def2/J DEFGRID3
* xyz 0 1
C -0.46254 -2.04233 1.83318
C 0.12075 -1.80783 0.43131
B 0.47752 -0.28873 0.19922
C 1.77689 0.44996 1.36964
N -0.09519 0.55991 -0.76843
C 0.03870 1.93455 -0.83398
C -0.73245 2.41994 -1.83724
C -1.37129 1.30468 -2.44955
C -0.96829 0.19771 -1.77966
H -1.38260 -1.47604 1.96132
H -0.68479 -3.09588 1.98672
H 0.23806 -1.72399 2.59996
H 1.02821 -2.41251 0.34225
H -0.58919 -2.20311 -0.29867
H 1.29694 1.17540 2.01533
H 2.53443 0.93380 0.76586
H 2.21972 -0.34171 1.95905
H 0.66848 2.45192 -0.13996
H -0.85280 3.44954 -2.11880
H -2.04489 1.34519 -3.28307
H -1.21566 -0.83046 -1.95446
*
```

Properties
SMILES: CCB(C)n1cccc1
Largest force on an atom in eV/Å: 3.97
E_HOMO in eV: -8.638
Total energy in Eh: -353.541524
LUMO in eV: 0.76
Energy relative to the best compared isomer or geometry (same formula, charge and spin) in kJ/mol: 0.0


ORCA calculation (ωB97M-V with the def2-TZVPD basis set) on C23H27CaI2N5OS2Se2 as an isolated structure.

Geometry as ORCA input:
```
! RIJCOSX wB97M-V def2-TZVPD def2/J DEFGRID3
* xyz 0 1
Ca -0.02651 0.63721 0.11755
C 2.41644 -2.49993 5.64926
S 2.79037 -2.69021 3.89518
C 1.39045 -2.00849 3.07193
S 0.28334 -0.85457 3.85379
N 1.23784 -2.40938 1.88249
N 0.47886 -1.86430 0.90812
C -0.23723 -2.62998 0.18714
C -0.69695 -2.17585 -1.15075
C -0.95657 -3.12836 -2.12299
C -1.21287 -2.71234 -3.42163
C -1.21067 -1.36022 -3.71099
C -0.96866 -0.47296 -2.67462
N -0.71969 -0.86586 -1.42704
H 2.81953 -3.38128 6.14342
H 1.34164 -2.45532 5.80261
H 2.89383 -1.61119 6.05453
H -0.40061 -3.67294 0.45551
H -0.93339 -4.17994 -1.86709
H -1.39076 -3.44280 -4.20102
H -1.39141 -0.99341 -4.71123
H -0.95517 0.59522 -2.85171
I 2.70278 1.16440 2.81316
C 1.37755 0.50505 4.32369
I -1.08711 2.27280 2.29151
H 0.70204 1.33860 4.50035
H 1.95650 0.26722 5.20812
Se -3.97544 0.65079 -1.46139
Se -3.72654 2.88983 -0.93737
C -2.00665 3.32809 -1.69735
C -1.99664 4.42097 -2.55374
C -0.78417 4.86066 -3.06073
C 0.37144 4.19771 -2.69663
C 0.27061 3.10734 -1.84967
N -0.90206 2.66354 -1.35819
C -3.93113 -0.09149 0.32590
C -5.13195 -0.13899 1.02447
C -5.12936 -0.66710 2.30529
C -3.93336 -1.11348 2.83570
C -2.78851 -1.00709 2.06528
N -2.77437 -0.52031 0.82181
H -2.92590 4.90807 -2.81279
H -0.75034 5.70509 -3.73773
H 1.34062 4.51247 -3.05945
H 1.14449 2.55281 -1.52334
H -6.03476 0.24179 0.56884
H -6.04650 -0.71981 2.87852
H -3.87810 -1.52710 3.83434
H -1.83197 -1.30357 2.46738
C 3.26419 -1.13562 -0.83990
C 2.87808 0.27651 -1.28653
C 4.09975 1.18667 -1.11141
C 2.54082 0.21321 -2.78251
O 1.80228 0.75746 -0.54195
H 4.14272 -1.49395 -1.38449
H 2.44046 -1.83161 -1.02432
H 3.48671 -1.14312 0.23083
H 4.96829 0.80731 -1.65579
H 4.35518 1.25843 -0.05033
H 3.87449 2.19491 -1.47429
H 3.41222 -0.09153 -3.36964
H 2.20981 1.19178 -3.14535
H 1.74199 -0.51184 -2.96278
*
```

Properties
Largest force on an atom in eV/Å: 2.71
E_HOMO in eV: -7.284
Total energy in Eh: -8113.986597
LUMO in eV: -0.63
Energy relative to the best compared isomer or geometry (same formula, charge and spin) in kJ/mol: 41.6


ORCA calculation (ωB97M-V with the def2-TZVPD basis set) on one molecule with the formula C32H41FN2O8.

Geometry as ORCA input:
```
! RIJCOSX wB97M-V def2-TZVPD def2/J DEFGRID3
* xyz 0 1
C 3.48737 -3.64308 -0.78204
C 2.16705 -2.94583 -0.96465
O 1.42587 -3.17450 0.26256
C 0.12176 -2.87575 0.19257
O -0.47085 -2.62226 -0.84485
C -0.55104 -2.95227 1.56995
F 0.40945 -3.51296 2.43195
C -1.57199 -4.04574 1.22191
O -2.64675 -3.83764 0.69955
O -1.13815 -5.26188 1.58724
C -2.16302 -6.29395 1.58828
C -1.51649 -7.47454 2.26372
C -1.16292 -1.80028 2.27283
C -1.65534 -0.64772 1.44349
C -0.92011 -0.03018 0.48193
N -1.12727 1.21643 -0.04904
C -0.08303 1.81488 -0.87487
C 1.26943 1.93605 -0.15958
C 2.31220 2.48694 -1.09493
C 2.72193 3.81176 -0.98167
C 3.41418 4.40357 -2.04114
O 3.41074 5.72787 -2.34467
C 2.55179 6.60115 -1.57865
C 4.02258 3.57258 -3.01196
O 4.80190 4.12962 -3.98230
C 4.14659 4.59246 -5.19836
C 3.60291 2.22594 -3.13009
O 3.93963 1.63278 -4.30621
C 3.58229 0.25432 -4.52509
C 2.79361 1.67862 -2.12744
C -0.69573 3.16855 -1.25066
O -0.24686 4.00442 -2.03208
N -1.88320 3.26975 -0.58211
C -2.65957 4.48890 -0.64158
C -2.14530 2.19157 0.36796
C -1.91617 2.67755 1.80989
C -3.58382 1.67474 0.21961
C -2.21718 -2.39576 3.24717
C -1.83522 -3.42238 4.11607
C -2.76191 -4.03131 4.96079
C -4.07256 -3.54044 5.01629
C -4.44509 -2.47391 4.20009
C -3.53828 -1.94485 3.27578
H 4.22799 -3.21194 -1.46007
H 3.85923 -3.57001 0.24505
H 3.38345 -4.70303 -1.03904
H 2.29588 -1.85664 -1.08843
H 1.59940 -3.34595 -1.81422
H -3.03919 -5.94604 2.15497
H -2.44082 -6.50389 0.54630
H -2.26494 -8.25422 2.41918
H -0.71094 -7.87599 1.64086
H -1.09672 -7.20174 3.23962
H -0.33325 -1.37135 2.86316
H -2.49233 -0.10897 1.88966
H -0.03954 -0.51936 0.05734
H 0.03788 1.22359 -1.80321
H 1.56675 0.94020 0.20041
H 1.13865 2.59096 0.71880
H 2.37810 4.41801 -0.13685
H 2.66005 7.57451 -2.05892
H 1.50567 6.26219 -1.62339
H 2.88964 6.65019 -0.53362
H 4.95567 5.01711 -5.79004
H 3.68956 3.74284 -5.71330
H 3.40077 5.35343 -4.94925
H 3.99778 0.01838 -5.50553
H 4.03100 -0.39510 -3.75845
H 2.48953 0.12629 -4.53372
H 2.47784 0.63049 -2.18328
H -2.29996 5.08637 -1.48275
H -3.71751 4.25068 -0.78970
H -2.56172 5.07618 0.28217
H -0.95640 3.20773 1.88668
H -2.72677 3.36603 2.08231
H -1.91848 1.83488 2.50939
H -3.83038 1.57496 -0.84552
H -3.71575 0.70748 0.70938
H -4.26516 2.40199 0.68101
H -0.80379 -3.76183 4.12768
H -2.44126 -4.86246 5.58286
H -4.78097 -3.96517 5.73171
H -5.43940 -2.03003 4.26710
H -3.88293 -1.20399 2.54801
*
```

Properties
SMILES: CCOC(=O)C(F)(C(=O)OCC)[C@@H](/C=C/N1[C@H](Cc2cc(OC)c(OC)c(OC)c2)C(=O)N(C)C1(C)C)c1ccccc1
Largest force on an atom in eV/Å: 3.03
E_HOMO in eV: -7.733
Total energy in Eh: -2055.206270
LUMO in eV: 0.59


ORCA calculation (ωB97M-V with the def2-TZVPD basis set) on C3H5ClN2O as an isolated structure.

Geometry as ORCA input:
```
! RIJCOSX wB97M-V def2-TZVPD def2/J DEFGRID3
* xyz 0 1
C -1.18960 -0.70548 -0.75873
C 0.90706 0.52297 -0.34645
C 0.86169 0.95921 0.96401
H -0.30567 -0.20681 1.06165
H -1.67747 -1.73169 1.16021
H 0.15607 -0.33162 -2.20606
H 1.93540 0.97864 -0.89685
H -0.02700 1.30353 1.62762
N -1.27564 -0.65066 0.59782
N 0.02212 -0.25481 -1.21626
O -1.91063 -1.33149 -1.60268
Cl 2.50367 1.44821 1.61572
*
```

Properties
Largest force on an atom in eV/Å: 5.68
E_HOMO in eV: -9.320
Total energy in Eh: -762.147700
LUMO in eV: 0.22
Energy relative to the best compared isomer or geometry (same formula, charge and spin) in kJ/mol: 339.9


ORCA calculation (ωB97M-V with the def2-TZVPD basis set) on C33H49NO2SeTl as an isolated structure.

Geometry as ORCA input:
```
! RIJCOSX wB97M-V def2-TZVPD def2/J DEFGRID3
* xyz 1 1
Tl 0.78446 2.27473 2.53915
C 2.86321 -5.03891 -1.85003
C 1.68200 -4.13550 -2.24668
C 1.89252 -3.60955 -3.67690
C 0.40189 -4.97157 -2.21554
C 1.62178 -2.94842 -1.29741
C 0.46813 -2.64673 -0.53636
C 0.45749 -1.57256 0.29578
Se -1.12253 -1.06371 1.28309
C -1.76519 0.11737 -0.08673
C -2.16119 -0.36754 -1.29985
C -2.66237 0.49571 -2.28635
C -2.69290 1.87990 -2.01320
C -2.28208 2.45323 -0.84065
C -1.82987 1.55436 0.22112
O -1.50358 1.96342 1.35227
C -2.33330 3.98278 -0.72225
C -1.50590 4.59468 -1.87081
C -3.79755 4.43891 -0.84130
C -1.76938 4.54464 0.58694
C -3.15198 -0.00733 -3.63503
C -4.59057 0.47931 -3.87463
C -3.13795 -1.53499 -3.72163
C -2.22858 0.55734 -4.72876
C 1.64400 -0.71229 0.46038
O 1.61755 0.19975 1.30423
C 2.81242 -1.00044 -0.36635
C 2.73825 -2.10186 -1.18433
C 4.10513 -0.17704 -0.38071
C 4.09738 1.06471 0.51841
C 5.26567 -1.07699 0.07375
C 4.36128 0.30335 -1.82171
H 2.90497 -5.89937 -2.52035
H 2.74440 -5.40556 -0.82866
H 3.81854 -4.51668 -1.91703
H 1.91756 -4.44838 -4.37509
H 2.83219 -3.06303 -3.77368
H 1.07788 -2.94383 -3.97028
H 0.51548 -5.82282 -2.88797
H -0.46617 -4.39986 -2.55330
H 0.19772 -5.36382 -1.21702
H -0.41464 -3.26566 -0.61480
H -2.10563 -1.43088 -1.48184
H -3.05801 2.53147 -2.79662
H -1.91338 4.35212 -2.85267
H -0.47199 4.24192 -1.83490
H -1.49804 5.68204 -1.77540
H -4.23978 4.14338 -1.79411
H -3.84770 5.52718 -0.76946
H -4.40430 4.01424 -0.03876
H -0.71890 4.27436 0.71834
H -2.32590 4.20358 1.45857
H -1.82668 5.63400 0.54349
H -5.26316 0.10346 -3.10041
H -4.94252 0.11160 -4.84068
H -4.66280 1.56766 -3.88843
H -3.75212 -1.98910 -2.94113
H -2.12334 -1.93541 -3.65021
H -3.54337 -1.84211 -4.68624
H -2.26046 1.64809 -4.76157
H -2.54346 0.18268 -5.70508
H -1.19347 0.24960 -4.56231
H 3.60512 -2.33533 -1.78907
H 3.98468 0.80396 1.56974
H 3.29903 1.75556 0.24536
H 5.04940 1.58293 0.39241
H 5.10130 -1.44440 1.08902
H 6.19333 -0.50167 0.06483
H 5.40003 -1.93856 -0.58152
H 3.53355 0.92103 -2.17871
H 4.49208 -0.52600 -2.51740
H 5.27099 0.90616 -1.84657
C -0.88242 -0.86113 7.52841
C -0.16613 0.46685 7.26628
C 1.25876 0.43764 7.84158
C -0.96275 1.63897 7.86161
C -0.06442 0.68276 5.80959
N 0.00869 0.83883 4.67374
H -0.95748 -1.00955 8.60602
H -0.33001 -1.69905 7.10230
H -1.88909 -0.85718 7.10965
H 1.20173 0.30590 8.92253
H 1.78625 1.36939 7.63467
H 1.83229 -0.38950 7.42203
H -1.03145 1.50881 8.94207
H -1.97282 1.67251 7.45218
H -0.47181 2.59142 7.65893
*
```

Properties
Largest force on an atom in eV/Å: 0.52
E_HOMO (spin up / spin down) in eV: -10.834 / -10.671
Total energy in Eh: -4065.781016
LUMO (spin up / spin down) in eV: -4.48 / -4.50
Energy relative to the best compared isomer or geometry (same formula, charge and spin) in kJ/mol: 0.0


> The lowest total energy belongs to which entry?

C20H29Cl27N3O3P


> The highest largest force on an atom belongs to which entry?

C3H5ClN2O


> Which value of largest force on an atom does entry 5 give?

5.68 eV/Å